{"formula": "C4H5NO", "method": "wB97M-V/def2-TZVPD", "gap_ev": [7.755, 7.756], "charge": 0, "elements": ["O", "C", "C", "C", "C", "N", "H", "H", "H", "H", "H"], "positions_angstrom": [[-0.851521, 1.482404, -1.119263], [-0.950410, 0.433329, -0.284354], [-0.263131, -0.795952, -0.595076], [0.497586, -0.703737, 0.752502], [1.780458, -0.189879, 0.783051], [2.846711, 0.270191, 0.729618], [-1.159394, 2.302088, -0.697085], [-1.625716, 0.556432, 0.547374], [-0.504343, -1.777062, -0.253806], [0.317981, -0.717540, -1.515511], [-0.088220, -0.860274, 1.652555]], "forces_ev_per_a": [[0.529, -0.287, 0.543], [0.309, -0.425, 0.785], [0.766, -0.976, 0.620], [-0.312, 2.821, -0.406], [1.054, 1.165, 0.147], [-0.360, -0.389, 0.058], [0.187, -0.361, -0.062], [-0.198, -0.269, -0.010], [-2.355, -0.690, -1.853], [0.052, -0.281, 0.376], [0.328, -0.308, -0.199]], "mulliken_charge": [-0.43, -0.03, -0.36, -0.77, 0.37, -0.49, 0.38, 0.34, 0.29, 0.24, 0.45]}

---

{"formula": "C38H49NO7ReSSe", "method": "wB97M-V/def2-TZVPD", "multiplicity": 4, "s2": 3.766, "gap_ev": [8.307, 6.403], "charge": 0, "elements": ["Re", "C", "C", "C", "C", "C", "C", "C", "Se", "C", "C", "C", "C", "C", "C", "O", "C", "C", "C", "C", "C", "C", "C", "C", "C", "O", "C", "C", "C", "C", "C", "C", "H", "H", "H", "H", "H", "H", "H", "H", "H", "H", "H", "H", "H", "H", "H", "H", "H", "H", "H", "H", "H", "H", "H", "H", "H", "H", "H", "H", "H", "H", "H", "H", "H", "H", "H", "H", "H", "H", "H", "H", "C", "C", "C", "C", "C", "C", "C", "S", "O", "O", "N", "C", "C", "O", "O", "H", "H", "H", "H", "H", "H", "H", "H", "H", "O", "C"], "positions_angstrom": [[1.617995, -0.180162, -2.372969], [-2.795382, 5.552461, -0.221075], [-3.086630, 4.201704, 0.446645], [-4.602306, 4.004670, 0.489038], [-2.560707, 4.224967, 1.889236], [-2.379837, 3.084850, -0.320435], [-1.006493, 3.133421, -0.496432], [-0.358719, 2.104269, -1.157260], [1.547410, 2.198137, -1.377167], [2.094894, 1.543216, 0.339358], [2.455382, 2.431576, 1.334102], [2.766312, 1.954965, 2.600781], [2.677583, 0.579059, 2.802574], [2.315001, -0.341204, 1.822586], [2.036385, 0.162215, 0.539301], [1.695776, -0.653769, -0.466929], [2.216520, -1.838843, 2.122017], [3.217056, -2.610671, 1.249122], [0.785378, -2.329811, 1.850196], [2.537008, -2.150692, 3.585312], [3.136718, 2.935355, 3.713184], [3.593640, 2.219135, 4.984668], [1.906254, 3.789962, 4.049901], [4.275880, 3.850058, 3.243500], [-1.029679, 0.988619, -1.668739], [-0.358040, 0.019046, -2.305174], [-2.430944, 0.929270, -1.518117], [-3.048784, 1.981669, -0.850645], [-3.234298, -0.267937, -2.028975], [-2.994573, -0.480092, -3.532354], [-4.738997, -0.073173, -1.824820], [-2.821131, -1.521600, -1.248201], [-3.323190, 6.352147, 0.302783], [-1.731330, 5.791251, -0.202955], [-3.122982, 5.549606, -1.261947], [-5.058813, 4.827289, 1.041729], [-5.035625, 3.994801, -0.512855], [-4.875755, 3.076032, 0.993180], [-3.037356, 5.029371, 2.453921], [-2.771582, 3.279637, 2.392352], [-1.481846, 4.385692, 1.918020], [-0.425556, 3.965399, -0.116614], [2.483453, 3.491342, 1.112708], [2.909045, 0.196043, 3.783699], [3.016954, -2.455026, 0.191343], [4.239175, -2.288097, 1.454652], [3.147804, -3.680578, 1.460708], [0.489505, -2.166890, 0.816131], [0.718081, -3.398625, 2.069801], [0.074311, -1.807311, 2.494108], [3.567054, -1.895077, 3.841240], [1.866659, -1.628265, 4.270454], [2.411378, -3.221568, 3.753137], [2.795144, 1.616882, 5.421591], [4.451286, 1.571312, 4.793997], [3.890966, 2.958741, 5.729705], [1.086752, 3.164581, 4.408661], [2.149173, 4.518628, 4.826685], [1.553736, 4.336056, 3.173098], [5.144828, 3.264617, 2.939204], [3.976354, 4.472681, 2.399941], [4.577750, 4.517341, 4.053363], [-4.118704, 1.934755, -0.730052], [-3.280479, 0.410800, -4.095905], [-1.956520, -0.718346, -3.751894], [-3.611451, -1.311562, -3.882403], [-5.113317, 0.805164, -2.354698], [-5.260745, -0.946143, -2.219915], [-5.003002, 0.016337, -0.769166], [-1.767497, -1.752437, -1.391316], [-3.004907, -1.386646, -0.179086], [-3.405340, -2.377447, -1.589610], [-2.782659, -6.142323, -0.478357], [-1.861291, -5.324328, -1.338518], [-2.175666, -5.047049, -2.666140], [-1.336143, -4.277385, -3.453486], [-0.155961, -3.788760, -2.910238], [0.181425, -4.057113, -1.593066], [-0.675397, -4.817318, -0.815235], [0.926236, -2.877458, -3.970338], [0.135874, -1.866010, -4.638743], [1.675616, -3.804330, -4.769489], [1.929750, -2.105725, -2.952723], [3.315165, -2.552396, -2.802383], [4.241812, -1.357566, -2.582278], [5.433944, -1.476059, -2.518811], [3.607302, -0.194206, -2.462241], [-3.708697, -6.376182, -1.001347], [-3.034291, -5.607397, 0.438569], [-2.310914, -7.083159, -0.189944], [-3.098880, -5.427945, -3.085773], [-1.593210, -4.053654, -4.480870], [1.094366, -3.654947, -1.172652], [-0.420361, -5.010327, 0.219945], [3.649668, -3.113634, -3.672707], [3.422610, -3.203165, -1.929092], [1.446372, 0.828528, -5.473496], [1.501201, 0.456758, -4.410608]], "forces_ev_per_a": [[-0.220, -0.038, -0.331], [-0.009, 0.001, 0.006], [0.005, 0.002, 0.004], [0.011, -0.002, -0.007], [-0.009, 0.006, -0.007], [0.009, 0.012, 0.011], [0.011, -0.019, -0.023], [-0.050, 0.022, 0.006], [-0.014, 0.086, 0.026], [-0.006, -0.084, 0.037], [-0.016, -0.007, 0.023], [-0.022, 0.035, -0.018], [0.013, -0.010, 0.012], [-0.006, 0.034, -0.053], [0.014, 0.071, 0.067], [-0.020, -0.135, -0.075], [0.005, 0.000, -0.014], [-0.026, -0.012, -0.008], [0.001, 0.035, -0.003], [0.017, -0.017, -0.004], [-0.004, 0.004, -0.005], [-0.008, -0.001, -0.006], [0.016, 0.011, 0.004], [0.006, -0.003, 0.012], [-0.043, 0.042, -0.003], [0.086, -0.035, 0.122], [0.065, 0.007, 0.009], [0.012, 0.002, 0.039], [-0.015, 0.016, -0.061], [0.018, -0.044, 0.010], [-0.002, -0.005, -0.002], [0.058, -0.015, 0.052], [0.004, 0.004, 0.004], [0.010, -0.006, -0.009], [-0.009, 0.001, -0.005], [0.001, 0.004, 0.000], [-0.004, 0.000, -0.005], [-0.001, -0.005, 0.002], [-0.001, 0.001, 0.002], [0.001, -0.006, 0.002], [0.004, 0.005, 0.005], [0.003, 0.010, 0.004], [0.003, 0.013, 0.008], [-0.004, 0.009, 0.000], [0.003, -0.003, 0.000], [0.007, 0.001, -0.004], [0.002, -0.004, 0.011], [-0.008, -0.007, -0.022], [-0.004, -0.002, -0.004], [-0.001, -0.007, 0.008], [0.000, 0.013, 0.007], [-0.012, -0.011, 0.002], [0.013, -0.003, -0.004], [-0.003, -0.010, -0.004], [0.009, 0.002, 0.005], [-0.001, 0.003, 0.001], [-0.005, -0.005, -0.003], [0.000, -0.001, 0.003], [-0.003, 0.011, 0.000], [0.008, -0.004, 0.007], [0.001, -0.006, -0.018], [-0.004, 0.007, -0.002], [-0.011, 0.008, 0.000], [-0.006, 0.012, -0.005], [-0.027, 0.011, -0.006], [-0.016, 0.004, -0.003], [-0.001, 0.005, -0.002], [0.000, 0.000, -0.004], [-0.007, -0.002, 0.004], [0.064, -0.018, -0.008], [0.002, 0.000, -0.012], [-0.013, -0.058, -0.018], [-0.009, -0.021, 0.012], [-0.012, 0.028, -0.006], [-0.016, 0.036, 0.017], [0.039, 0.000, -0.021], [-0.060, -0.010, -0.117], [0.039, 0.059, -0.006], [-0.001, 0.015, 0.009], [-0.053, 0.109, -0.057], [0.042, -0.216, 0.132], [-0.019, -0.043, 0.016], [0.082, 0.443, -0.032], [-0.015, -0.170, 0.132], [0.028, -0.001, -0.037], [-0.031, -0.057, 0.007], [0.023, 0.007, 0.006], [0.000, -0.001, 0.002], [-0.001, -0.003, -0.001], [-0.001, -0.003, 0.004], [-0.001, -0.001, -0.002], [0.001, 0.010, 0.003], [-0.009, 0.003, 0.018], [-0.001, -0.006, 0.010], [0.001, 0.027, -0.027], [0.037, -0.019, -0.011], [0.038, -0.206, 0.809], [0.032, 0.099, -0.620]], "mulliken_spin": [2.28, 0.00, 0.00, 0.00, 0.00, 0.01, 0.00, 0.02, -0.04, 0.02, 0.00, 0.01, -0.01, 0.00, 0.06, 0.18, 0.00, 0.00, 0.00, 0.00, 0.00, 0.00, 0.00, 0.00, 0.07, 0.12, -0.01, -0.01, 0.01, 0.00, 0.00, 0.01, 0.00, 0.00, 0.00, 0.00, 0.00, 0.00, 0.00, 0.00, 0.00, 0.00, 0.00, 0.00, 0.00, 0.00, 0.00, -0.01, 0.00, 0.00, 0.00, 0.00, 0.00, 0.00, 0.00, 0.00, 0.00, 0.00, 0.00, 0.00, 0.00, 0.00, 0.00, 0.00, -0.01, 0.00, 0.00, 0.00, 0.00, -0.01, 0.00, 0.00, 0.00, 0.00, 0.00, 0.00, 0.01, -0.02, 0.00, -0.01, 0.01, 0.01, 0.17, 0.02, 0.01, 0.03, 0.03, 0.00, 0.00, 0.00, 0.00, 0.00, 0.00, 0.00, 0.01, 0.00, 0.08, -0.05]}

---

{"formula": "HN5OS", "method": "wB97M-V/def2-TZVPD", "gap_ev": 5.590, "charge": -2, "elements": ["N", "N", "N", "N", "N", "O", "S", "H"], "positions_angstrom": [[-1.163677, 0.370838, 1.377315], [-0.477253, -0.134528, -0.849915], [0.796542, -0.645866, -0.849992], [1.891511, -0.037368, -0.462926], [-1.217991, 0.175154, 0.132304], [3.011960, -0.605250, -0.857124], [-2.720669, 0.546446, -0.398809], [-0.120426, 0.330576, 1.909145]], "forces_ev_per_a": [[3.907, -0.128, 5.453], [1.298, 0.337, -0.983], [3.007, -1.124, 0.582], [-1.497, -0.073, -0.705], [1.970, 0.169, -0.629], [-1.625, 0.279, 0.684], [-4.406, 0.805, -1.597], [-2.653, -0.266, -2.805]], "mulliken_charge": [-0.80, -0.01, -0.43, -0.22, 0.64, -0.61, -0.72, 0.14]}

---

{"formula": "C23H23N6O2PPdSSe", "method": "wB97M-V/def2-TZVPD", "gap_ev": 7.268, "charge": 0, "elements": ["Pd", "O", "C", "C", "C", "C", "C", "C", "C", "P", "C", "C", "C", "C", "C", "C", "C", "C", "C", "C", "C", "C", "H", "H", "H", "H", "H", "H", "H", "H", "H", "H", "H", "H", "H", "H", "C", "S", "C", "O", "H", "H", "H", "H", "H", "H", "Se", "C", "N", "N", "N", "N", "C", "N", "N", "H", "H", "H"], "positions_angstrom": [[0.156220, 0.003201, -0.261968], [1.975378, 1.755778, -1.266915], [0.847647, 1.721260, -0.841447], [0.045650, 2.991077, -0.623006], [0.579779, 4.250421, -0.879923], [-0.210920, 5.364664, -0.663758], [-1.519734, 5.224120, -0.213648], [-2.057797, 3.970963, 0.031052], [-1.263333, 2.849333, -0.164406], [-1.745147, 1.111134, -0.005757], [-2.990954, 0.911857, -1.308917], [-2.552923, 0.574695, -2.586347], [-3.459383, 0.508366, -3.632386], [-4.800157, 0.777001, -3.407785], [-5.241571, 1.116718, -2.135920], [-4.340147, 1.186639, -1.086000], [-2.635321, 0.912098, 1.551543], [-3.378599, -0.256578, 1.727173], [-4.011009, -0.497522, 2.933894], [-3.898646, 0.415173, 3.975454], [-3.146913, 1.567750, 3.809883], [-2.512121, 1.815801, 2.600704], [1.597037, 4.336652, -1.236710], [0.189099, 6.352702, -0.850309], [-2.128527, 6.105898, -0.058275], [-3.083162, 3.868310, 0.364255], [-1.507166, 0.343322, -2.755907], [-3.116831, 0.226643, -4.619000], [-5.507790, 0.714159, -4.224521], [-6.289462, 1.322830, -1.960521], [-4.687636, 1.444540, -0.093754], [-3.451588, -0.974697, 0.919655], [-4.591336, -1.401687, 3.066162], [-4.394698, 0.223927, 4.918060], [-3.051342, 2.276376, 4.622135], [-1.916006, 2.711962, 2.479993], [-1.402692, -4.139384, 0.790839], [-0.178349, -3.034654, 1.489205], [1.227215, -3.567822, 0.518911], [-0.581259, -1.654653, 1.018737], [-1.088214, -5.165932, 0.978043], [-1.518677, -3.935096, -0.273649], [-2.339566, -3.945613, 1.309904], [1.470266, -4.589469, 0.807331], [2.052345, -2.900557, 0.759644], [0.999300, -3.495379, -0.544275], [0.905588, -1.483455, -2.522866], [-0.769276, -2.202121, -2.319863], [-1.810867, -2.676532, -2.138986], [4.143522, 0.028804, -0.485761], [3.520144, 0.370963, 0.702278], [3.873996, 1.384074, 1.454169], [2.980064, 1.298330, 2.436625], [2.126458, 0.284882, 2.265362], [2.503850, -0.312381, 1.152473], [5.000486, 0.570713, -0.505864], [3.529336, 0.364780, -1.229102], [2.952336, 1.976414, 3.270764]], "forces_ev_per_a": [[0.162, -0.252, -0.329], [-0.051, 0.063, 0.038], [-0.164, 0.165, -0.037], [-0.036, -0.224, 0.010], [-0.045, -0.139, 0.029], [0.051, 0.037, -0.020], [-0.110, 0.100, 0.036], [0.035, -0.012, -0.037], [0.358, -0.048, -0.128], [-0.175, 0.263, 0.171], [-0.003, -0.015, 0.005], [0.012, -0.018, 0.051], [0.016, -0.015, -0.020], [-0.032, 0.005, -0.023], [0.005, 0.004, 0.019], [0.042, -0.014, -0.007], [-0.041, -0.088, -0.024], [0.031, 0.060, 0.026], [-0.025, -0.024, 0.025], [-0.005, 0.001, 0.007], [-0.004, 0.001, -0.003], [0.026, 0.021, 0.000], [0.011, -0.014, -0.010], [-0.011, 0.007, 0.001], [0.005, -0.002, -0.001], [-0.005, 0.006, 0.006], [-0.003, 0.011, -0.004], [0.006, 0.002, -0.003], [0.000, 0.000, 0.000], [-0.001, 0.001, 0.002], [-0.011, 0.001, 0.020], [-0.007, -0.013, -0.026], [0.002, 0.001, -0.002], [0.000, -0.004, 0.004], [0.001, 0.001, 0.001], [-0.006, -0.010, 0.007], [-0.011, -0.005, 0.029], [-0.038, -0.012, -0.043], [-0.040, 0.101, -0.080], [0.072, -0.100, -0.062], [0.012, -0.009, 0.008], [0.048, 0.019, 0.010], [0.002, 0.011, 0.025], [-0.020, -0.029, 0.050], [-0.002, 0.013, 0.009], [-0.013, -0.006, 0.033], [-0.150, 0.242, 0.248], [0.221, -0.092, 0.037], [-0.064, 0.021, -0.075], [0.028, 0.005, 0.002], [0.049, -0.034, 0.082], [-0.095, 0.047, 0.056], [0.117, 0.042, -0.081], [0.076, -0.085, -0.040], [-0.242, 0.052, -0.020], [0.013, -0.037, -0.007], [-0.004, -0.003, 0.021], [0.017, 0.000, 0.011]], "mulliken_charge": [0.00, -0.69, 0.50, -0.15, -0.63, -0.55, -0.69, -0.04, -0.28, 1.78, 0.72, -0.50, -0.87, -0.47, -0.75, -0.29, 0.54, -0.51, -0.78, -0.51, -0.68, -0.43, 0.50, 0.41, 0.42, 0.48, 0.27, 0.41, 0.39, 0.41, 0.39, 0.59, 0.42, 0.39, 0.43, 0.43, -0.86, 0.32, -0.71, -0.36, 0.42, 0.23, 0.29, 0.45, 0.18, 0.12, -0.37, 0.27, -0.68, -0.64, 1.08, -0.99, -0.14, -0.32, -0.04, 0.33, 0.29, 0.45]}

---

no.,DFT total energy (eV)
1,-7762.6261
2,-134338.1329
3,-20341.4381
4,-126208.4111